(1)
Entry from the OMol25 dataset: a structure of composition C10H14N3 (wB97M-V/def2-TZVPD).

Structure (XYZ):
```
27
Properties=species:S:1:pos:R:3:forces:R:3
C -2.942 1.203 0.711 -0.0359 2.5358 -0.3914
C -1.712 1.892 0.989 -0.8528 -3.1964 -0.2425
C -2.883 0.099 -0.129 2.4474 0.3675 0.4947
C -0.586 0.235 0.001 -4.0700 1.3745 0.7517
C -3.964 -1.722 -1.367 1.9013 0.5879 1.0505
C 4.127 0.750 -1.306 0.7977 -1.7822 2.9705
C -4.007 -0.605 -0.621 -1.2023 -1.5988 -0.0868
C 1.203 -1.057 -0.222 2.7070 1.3764 -1.0617
C 2.617 0.204 1.423 2.4557 -1.0058 -1.1845
C 2.533 -0.434 0.001 1.3150 1.8018 1.4399
N -0.504 1.337 0.711 0.1299 -0.3151 -0.4712
N -1.638 -0.361 -0.455 1.6600 -0.6009 -0.1478
N 2.952 0.539 -0.993 -2.9822 -1.0432 -0.5152
H -3.953 1.705 0.919 1.7736 -0.9350 -0.0086
H -1.674 2.736 1.605 -0.0585 1.3687 0.5369
H -4.929 -2.197 -1.550 0.7644 -0.3699 -0.3814
H -2.880 -2.091 -1.531 -2.3350 0.1574 -0.5439
H 4.923 0.336 -0.729 0.9072 -0.9648 0.2440
H 4.442 1.473 -1.926 0.4358 2.6180 -2.6767
H -4.920 -0.357 -0.122 -0.6990 0.5765 -0.2973
H 0.528 -0.107 -0.309 -0.2090 0.9543 -0.7743
H 1.219 -1.524 -1.159 -1.1697 -0.6581 -1.4156
H 1.075 -1.589 0.624 -1.6635 -2.0385 2.4890
H 2.599 -0.562 2.146 -0.4782 -1.1258 0.9565
H 1.773 0.768 1.460 -1.9848 2.2744 0.9042
H 3.568 0.721 1.679 -0.7850 0.0490 -0.8158
H 3.032 -1.389 0.151 1.2309 -0.4077 -0.8233
```
Positions in Å, forces in eV/Å.

- ΔE to the lowest compared entry with this formula, charge and spin (kJ/mol) = 645.5
- LUMO (Eh) = -0.1823
- charge = +1
- HOMO-LUMO gap (eV) = 8.23

=====

(2)
Entry from the OMol25 dataset: a cluster of 2 separate species, C10H14N3 in total (wB97M-V/def2-TZVPD).

Structure (XYZ):
```
27
Properties=species:S:1:pos:R:3:forces:R:3
C -4.142 0.502 -0.915 -1.0547 -2.4880 2.1908
C -3.995 -0.806 -0.364 1.4334 0.8950 -2.3472
C -3.198 1.426 -0.629 0.1379 4.8663 -1.6164
C -2.753 -1.132 0.223 -2.6954 -1.3911 -0.0207
C -2.023 1.186 -0.014 0.7269 -2.9658 1.5272
C -1.812 -0.165 0.503 0.6614 1.1240 -0.0598
C 2.483 0.171 -1.537 3.1740 -0.9497 -2.5373
C -0.677 -0.512 1.283 -1.8065 -0.4968 -1.1791
C 0.404 0.256 1.523 1.7016 4.8705 3.2942
C 1.510 -0.204 2.444 1.9576 5.2346 1.4963
N 1.737 0.729 -0.914 -3.3211 1.8574 2.5752
N 3.446 -0.178 -2.360 -0.6723 0.3235 0.3078
N 3.420 -1.465 -2.860 2.3107 -1.3850 -0.1205
H -5.068 0.867 -1.322 -0.1987 -0.3884 -0.5289
H -4.626 -1.574 -0.796 -0.2758 -0.1672 0.8045
H -3.449 2.498 -1.003 0.8147 -1.8845 0.7263
H -2.655 -2.192 0.498 0.4154 0.6306 0.0939
H -1.220 1.853 0.166 0.1675 1.0614 -0.0687
H -0.428 -1.450 1.704 -1.1934 -1.8082 -0.0299
H 0.152 1.387 1.767 0.2292 -1.9307 -0.4269
H 1.334 0.109 3.525 -0.1260 -1.2299 -1.2541
H 2.526 0.428 2.283 -2.4413 -0.9296 -0.1520
H 1.901 -1.119 2.252 0.4462 -3.2805 -0.0589
H 0.779 0.508 0.559 0.8995 0.2113 -1.9645
H 4.234 0.438 -2.413 0.3152 0.0843 -0.3093
H 3.091 -1.471 -3.837 0.8120 -0.0537 0.5903
H 4.421 -1.833 -2.701 -2.4179 0.1904 -0.9322
```
Positions in Å, forces in eV/Å.

- ΔE to the lowest compared entry with this formula, charge and spin (kJ/mol) = 508.5
- LUMO (Eh) = -0.1974
- charge = +1
- HOMO-LUMO gap (eV) = 7.38

=====

(3)
Entry from the OMol25 dataset: the ion C10H14N3S with charge +1 (wB97M-V/def2-TZVPD).

Structure (XYZ):
```
28
Properties=species:S:1:pos:R:3:forces:R:3
C -0.572 -1.532 -2.277 2.1014 1.9774 0.2777
C -0.705 -0.054 -1.650 1.3190 -3.4660 -0.6659
C 0.728 -1.880 -2.436 -1.1521 0.0690 0.9281
C 0.617 0.550 -1.746 2.1288 0.7405 -0.9496
C -1.043 -0.216 -0.200 -3.0980 -0.5458 0.4187
C 0.077 0.574 2.309 0.4920 -0.3665 -1.0362
C -1.535 1.001 0.568 -0.6870 2.4490 -2.6375
C -1.364 0.807 2.006 -1.0831 0.4644 2.9065
C 0.692 -0.527 1.481 0.4962 -0.6436 -0.4992
C 0.950 1.835 -1.763 -2.4615 0.6106 0.4909
N 0.068 -0.908 0.425 -2.8446 1.1749 0.1749
N 0.829 1.342 2.936 -1.4474 1.4099 0.8442
N 1.847 -1.128 1.693 0.6409 -1.7825 -0.7509
S 1.918 -0.707 -1.914 -0.3440 0.2949 -0.0497
H -1.376 -2.126 -2.635 -0.6889 -0.3138 0.0548
H -1.463 0.443 -2.122 -1.9038 1.6218 -1.2706
H 1.079 -2.872 -2.671 0.0255 -0.0374 -0.4703
H -1.970 -0.872 -0.265 1.2240 0.0863 0.6647
H -1.174 1.994 0.174 0.8638 -1.0649 0.6142
H -2.590 1.241 0.309 0.2624 -1.0236 0.3306
H -1.986 -0.025 2.314 0.1144 -0.6976 0.0556
H -1.809 1.613 2.649 0.9190 -0.3034 -0.7622
H 1.898 2.193 -1.503 1.5802 0.2966 -0.3890
H 0.173 2.641 -1.838 0.6184 -0.9837 0.1966
H 1.776 1.156 2.772 1.9435 -0.4543 0.2033
H 2.158 -1.970 1.141 -0.7355 1.6088 0.5182
H 2.465 -0.939 2.427 0.4853 0.5264 1.4177
H 0.312 -1.633 -0.184 1.2312 -1.6474 -0.6155
```
Positions in Å, forces in eV/Å.

- SMILES = [H]/N=C1/CC[C@@H]([C@@H]2C=CSC2=C)NC1=[NH2+]
- ΔE to the lowest compared entry with this formula, charge and spin (kJ/mol) = 82.0
- LUMO (Eh) = -0.1444
- charge = +1
- HOMO-LUMO gap (eV) = 7.90

=====

(4)
Entry from the OMol25 dataset: a structure of composition C10H14N4O5 (wB97M-V/def2-TZVPD).

Structure (XYZ):
```
33
Properties=species:S:1:pos:R:3:forces:R:3
C -0.534 0.640 0.332 0.8678 -2.4204 2.0344
C 0.360 -0.123 -0.676 0.5805 -0.7091 1.8048
C 0.243 1.444 1.342 3.6019 -1.2494 -2.2835
C -0.465 2.126 2.428 2.6438 0.3669 1.0747
C 0.184 2.772 3.506 -2.7487 0.3502 -1.5763
C -2.035 3.017 3.478 -2.7850 1.7289 -1.2506
C 0.965 -2.379 -1.432 -1.0851 -2.1585 -1.9724
C 2.364 -2.118 -2.165 1.9630 -1.4810 1.9025
C 0.020 -2.799 -2.656 -0.2262 -0.7884 1.7703
C -0.488 -1.688 -3.426 -1.1986 1.2815 -1.9169
H -1.049 -0.664 1.997 0.6197 0.8645 -0.9350
H -2.264 -0.086 1.219 -1.8583 0.8825 -0.2519
H -1.110 1.132 -0.333 -2.5113 2.3154 -1.6301
H 0.805 2.222 0.720 -0.1252 -1.0816 1.0661
H 0.972 0.542 1.640 -0.8606 2.5610 0.2536
H 1.227 2.696 3.844 -0.8552 0.6036 -0.1279
H -3.112 3.341 3.816 2.4021 -0.6512 -0.7845
H -0.844 3.876 5.035 -0.5872 -0.1500 -1.2332
H -0.315 -1.691 0.243 0.1057 -0.4808 -0.7052
H 0.951 -3.399 -0.968 0.9554 1.1879 0.2047
H 0.618 -3.485 -3.251 -0.0375 -0.0220 -0.1672
H -0.911 -3.287 -2.335 0.5615 -0.2985 0.2602
H 0.177 0.093 -3.723 -0.1208 0.0350 -0.4644
H 2.089 -0.305 -1.968 0.6232 0.2559 0.3505
N -1.336 -0.324 1.061 0.6314 -2.0046 0.6018
N -1.789 2.307 2.351 -1.1073 1.1290 3.2277
N -0.928 3.575 4.044 2.2801 -3.0333 1.2601
N 0.336 -1.439 -0.513 0.1963 -0.1453 -0.3413
O 1.128 0.410 -1.464 -1.6148 2.8547 -0.1010
O 2.976 -3.101 -2.587 -1.6177 1.7277 0.3465
O -1.646 -1.577 -3.793 1.5017 0.3962 0.6434
O 0.512 -0.813 -3.733 -0.5280 -0.0486 0.1008
O 2.898 -0.917 -2.036 0.3338 -1.8181 -1.1607
```
Positions in Å, forces in eV/Å.

- ΔE to the lowest compared entry with this formula, charge and spin (kJ/mol) = 344.6
- LUMO (Eh) = 0.0135
- HOMO-LUMO gap (eV) = 9.45

=====

(5)
Entry from the OMol25 dataset: a cluster of 2 separate species, C10H14N5 in total (wB97M-V/def2-TZVPD).

Structure (XYZ):
```
29
Properties=species:S:1:pos:R:3:forces:R:3
C 3.740 -0.620 -0.022 0.7306 1.4658 0.1936
C 3.692 0.834 -0.218 0.4062 -4.2653 0.0303
C 2.562 -1.287 0.052 -0.7197 -3.1018 -0.1667
C 2.470 1.316 -0.496 0.6701 4.0090 -0.4342
C 1.334 -0.675 -0.132 -1.5343 -0.5695 -0.2658
C -1.143 -1.081 -0.517 2.2619 1.1663 -0.1511
C -2.381 -1.715 -0.396 -1.7716 -3.9389 1.0975
C 0.059 -1.433 0.048 -0.6026 0.4269 -0.7988
C -3.442 -1.117 -0.937 -0.6146 1.9138 0.0835
C -1.656 2.467 0.513 1.2298 -1.5180 2.9068
N 1.367 0.614 -0.506 -2.3025 -0.7540 1.0498
N -4.253 -0.253 -1.147 1.8353 -1.5469 2.1563
N -1.033 1.820 -0.353 1.2776 -0.2944 -2.6519
N -1.377 2.225 1.813 -1.8668 1.7710 1.3821
N 0.060 -2.615 0.788 2.0256 1.9710 1.4403
H 4.680 -1.202 0.110 -0.6941 0.8522 -0.2286
H 4.633 1.288 -0.298 0.7102 1.2884 0.0363
H 2.446 -2.422 0.092 0.8897 1.7054 0.2678
H 2.277 2.418 -0.676 0.5118 -1.4030 0.0619
H -1.187 -0.157 -1.075 0.2155 -0.3519 -0.0948
H -2.617 -2.778 0.107 0.8020 2.7050 -1.0495
H -2.411 3.147 0.443 -2.2249 1.8054 -1.0046
H -4.955 -0.016 -1.759 -1.4456 0.2871 -2.0086
H 0.440 1.173 -0.453 0.0605 -0.4910 -0.1442
H -1.283 1.955 -1.335 -0.2906 0.5201 0.4810
H -1.906 2.658 2.589 0.4429 -0.2222 -1.2159
H -0.614 1.716 2.136 1.3527 -1.1652 0.0293
H -0.426 -3.353 0.433 -1.5594 -2.2331 -1.2479
H 0.923 -2.909 1.196 0.2041 -0.0321 0.2461
```
Positions in Å, forces in eV/Å.

- ΔE to the lowest compared entry with this formula, charge and spin (kJ/mol) = 253.8
- LUMO (alpha / beta) (Eh) = -0.1348 / -0.1348
- charge = +1
- HOMO-LUMO gap (alpha / beta) (eV) = 6.55 / 6.54

=====

(6)
Entry from the OMol25 dataset: a structure of composition C10H14NO14P2PtS (wB97M-V/def2-TZVPD).

Structure (XYZ):
```
43
Properties=species:S:1:pos:R:3:forces:R:3
Pt -0.571 0.333 -0.618 0.2770 -0.0895 -0.0107
O -1.470 4.592 -1.083 -0.0212 0.0219 0.0468
C -1.196 3.348 -0.764 -0.0370 -0.0379 0.0430
O -0.633 2.563 -1.504 0.0377 0.0338 0.0386
C -1.616 2.955 0.620 -0.0103 -0.0232 -0.0286
C -2.096 3.792 1.607 0.0271 -0.0678 -0.0465
C -2.329 3.244 2.868 0.0099 -0.0271 -0.0191
C -2.056 1.906 3.108 0.0232 -0.0265 -0.0801
C -1.602 1.128 2.053 0.0292 0.0161 0.0521
N -1.416 1.660 0.855 -0.1429 0.0357 -0.0203
C -1.156 -0.322 2.159 -0.1123 0.0613 0.1517
O -0.806 -0.763 3.238 0.0834 0.0509 0.0474
O -1.128 -0.968 1.040 0.0489 -0.1448 -0.1399
H -1.161 4.769 -1.988 -0.0004 0.0088 -0.0128
H -2.265 4.839 1.403 0.0017 0.0145 -0.0077
H -2.699 3.872 3.666 -0.0033 0.0089 0.0087
H -2.177 1.457 4.083 -0.0085 -0.0068 0.0231
C 3.255 -2.906 0.173 0.1176 -0.0022 -0.1023
C 2.070 -1.982 0.185 -0.1340 0.0053 0.4826
O 0.943 -2.680 0.282 0.0261 -0.0456 -0.3021
P 2.141 -0.530 1.374 0.0312 -0.2103 -0.2707
O 1.895 -1.220 2.746 0.0991 0.1411 0.0296
O 3.653 -0.128 1.456 -0.0410 0.0139 0.0858
O 1.211 0.558 0.979 -0.1019 0.0555 0.1276
P 2.191 -0.998 -1.778 0.0241 -0.0606 -0.1607
O 3.649 -0.409 -1.543 0.1226 0.1480 -0.0894
O 2.121 -2.149 -2.664 0.0194 -0.0829 -0.0292
O 1.274 0.185 -1.702 -0.1482 0.0769 -0.0153
H 3.164 -3.566 1.038 0.0479 0.0333 0.0101
H 4.192 -2.360 0.227 0.0034 -0.0335 0.0073
H 3.231 -3.519 -0.728 -0.0131 -0.0344 0.0284
H 0.128 -2.163 0.478 -0.1284 0.1393 0.1152
H 0.973 -1.168 3.094 -0.1364 -0.0355 -0.0092
H 3.950 0.449 0.737 0.0058 -0.0232 -0.0314
H 4.312 -0.854 -2.093 0.0149 -0.0612 0.0858
C -2.890 -2.244 -3.114 -0.0177 0.0471 0.0860
S -1.653 -1.063 -2.730 -0.0660 0.0453 -0.0170
O -0.952 -0.689 -3.911 -0.1063 -0.0470 -0.0794
O -2.314 0.080 -2.003 0.0630 0.0839 0.0019
O -0.786 -1.658 -1.648 0.1114 0.0416 -0.0023
H -3.681 -1.721 -3.646 -0.0049 0.0213 -0.0445
H -3.265 -2.683 -2.196 -0.0240 0.0032 0.0546
H -2.434 -2.990 -3.757 0.0331 -0.0477 -0.0075
```
Positions in Å, forces in eV/Å.

- ΔE to the lowest compared entry with this formula, charge and spin (kJ/mol) = 146.8
- LUMO (alpha / beta) (Eh) = -0.1499 / -0.2267
- charge = +1
- 2S+1 = 5
- HOMO-LUMO gap (alpha / beta) (eV) = 8.81 / 7.48

=====

The calculation returns the following electronic energy values, one per record and in order: -553.25093 -553.30308 -951.60031 -984.65324 -662.91818 -2697.67072 a.u..
The calculation returns the following F_max values, one per record and in order: 4.36 6.12 3.77 4.44 4.46 0.50 eV/A.
The calculation returns the following molecular weight values, one per record and in order: 176.24 176.24 208.31 270.25 204.26 661.31 g mol⁻¹.